# 1
DFT (ωB97M-V with the def2-TZVPD basis set) results for a 2-piece molecular cluster, C12H13N2P overall at a distorted geometry.

Values from the calculation:
Frontier orbital gap (spin up / spin down), eV: 7.234 / 7.467
Spin multiplicity: 1
Lowest unoccupied orbital energy (spin up / spin down), eV: -0.8083 / -0.0196

```
28
Properties=species:S:1:pos:R:3:forces:R:3
C 0.7118 2.4581 2.3843 1.2 -2.7 -0.5
C -0.1681 0.6983 -3.2601 -0.8 -1.9 0.0
C 1.5269 1.8242 3.3204 -0.6 0.8 1.0
C -0.5188 -0.5135 -3.9136 1.6 2.2 -2.2
C 0.2472 1.7161 1.2915 0.0 3.9 -1.4
C 0.0224 0.6246 -1.8786 -0.6 1.3 0.2
C 1.7637 0.4432 3.2156 -0.7 0.5 0.2
C -0.6369 -1.6340 -3.1708 0.0 -0.5 -0.6
C 0.5944 0.4253 1.2101 -0.8 -4.5 -0.2
C -0.1107 -0.5993 -1.1980 0.7 0.2 -0.5
C -2.3513 -0.8216 0.7181 0.6 2.6 0.0
C 0.1271 -0.6838 0.2698 -1.1 0.2 -0.3
N 1.2366 -0.2357 2.2189 0.8 1.1 -0.3
N -0.3986 -1.7221 -1.9159 0.0 0.8 3.7
P 0.5275 -2.2993 1.0286 -0.1 -2.3 -1.9
H 0.6030 3.4818 2.3239 -0.4 2.0 0.5
H -0.1962 1.6177 -3.8176 0.5 0.3 0.0
H 1.8195 2.4117 4.2084 0.3 -0.5 -0.6
H -0.4089 -0.6612 -5.0319 -0.8 0.7 1.4
H -0.1595 2.3549 0.4217 0.2 -1.6 1.6
H 0.1682 1.5701 -1.3032 0.1 -1.1 -0.7
H 2.2897 -0.1399 3.9870 -0.1 0.4 -0.4
H -0.9283 -2.5411 -3.6101 -0.3 -1.2 -0.9
H -2.3769 -0.5340 -0.3314 -0.4 -1.0 0.1
H -2.6155 0.1115 1.2771 0.6 -0.9 0.0
H -2.7701 -1.7018 1.1787 0.3 -0.4 -0.4
H 1.9060 -2.5055 0.5869 -0.6 0.5 0.4
H 0.0956 -3.1445 -0.2098 0.4 1.2 1.8
```
Forces are in eV/Å.



# 2
DFT (ωB97M-V with the def2-TZVPD basis set) results for C17H15Cl2N2O2Pb as an isolated structure at a distorted geometry.

Values from the calculation:
Total charge: +3
Frontier orbital gap (spin up / spin down), eV: 3.759 / 3.780
Spin multiplicity: 1
Lowest unoccupied orbital energy (spin up / spin down), eV: -14.4353 / -14.4140

```
39
Properties=species:S:1:pos:R:3:forces:R:3
Pb -0.6267 -1.5292 -0.8718 -1.6 0.3 -1.8
Cl 0.0552 -1.8713 4.4154 0.0 0.1 -0.8
C 1.2631 -1.6553 3.2647 1.9 0.3 4.4
C 2.5805 -1.4829 3.7640 -1.9 -0.1 -1.8
C 3.6340 -1.5105 2.8388 2.0 -0.1 3.0
Cl 5.1988 -1.5823 3.5627 -1.5 0.2 -1.0
C 3.4513 -1.5315 1.4597 -1.3 0.2 -3.5
C 4.5099 -1.3999 0.5250 -1.1 -0.7 0.7
C 4.1933 -1.3451 -0.8153 -1.0 -0.1 -0.1
C 2.8799 -1.4286 -1.2566 -1.7 -0.4 0.8
N 1.8239 -1.6496 -0.4061 1.9 1.2 1.9
C 2.0879 -1.6218 0.9548 3.3 0.2 -2.8
C 1.0041 -1.6434 1.8653 -7.1 -0.9 -3.1
O -0.2695 -1.6929 1.3970 6.0 0.6 3.1
H 2.8558 -1.3318 4.7855 -0.4 -0.2 0.7
H 5.5257 -1.4212 0.8676 0.4 0.2 0.0
H 4.8974 -1.2786 -1.5912 1.3 0.3 -0.6
H 2.6070 -1.3113 -2.3179 0.3 -0.3 0.6
O -3.2694 -1.3173 -0.2168 1.1 0.6 -0.2
C -3.9297 -0.0298 -0.3890 -2.2 -0.1 0.5
C -4.0261 0.3734 -1.8365 0.5 -0.7 0.4
C -2.7030 0.6673 -2.5254 0.3 0.0 -0.9
C -1.7536 1.5133 -1.7114 0.8 0.8 0.7
C -2.0074 2.8875 -1.4985 0.4 -0.5 -0.5
C -1.1470 3.6587 -0.7087 -1.2 0.1 0.2
C -0.0108 3.0763 -0.1963 1.0 -0.8 0.1
C 0.2601 1.7489 -0.4850 -0.7 -0.4 0.2
N -0.6352 0.9522 -1.1413 0.0 0.1 -0.1
H -3.1718 -1.4751 0.7297 -0.5 -0.1 0.1
H -3.5138 0.7491 0.2488 0.5 -0.1 0.0
H -5.0033 -0.1327 -0.0676 1.0 -0.2 0.0
H -4.6735 1.2377 -1.8726 -0.2 0.3 0.0
H -4.5238 -0.4320 -2.3686 -0.2 0.0 -0.2
H -2.9856 1.2060 -3.4675 0.7 -0.4 0.6
H -2.1985 -0.2764 -2.8459 -0.3 0.6 0.1
H -2.8566 3.3065 -2.0412 0.2 0.1 0.5
H -1.3921 4.6753 -0.3710 0.0 -0.4 -0.7
H 0.6762 3.6157 0.4486 -0.1 0.1 -0.3
H 1.1934 1.2826 -0.1254 -0.6 0.1 -0.2
```
Forces are in eV/Å.



# 3
DFT (ωB97M-V with the def2-TZVPD basis set) results for C54H50ClIN7O3V as an isolated structure at a distorted geometry.

Values from the calculation:
Frontier orbital gap (spin up / spin down), eV: 6.990 / 7.044
Spin multiplicity: 3
Lowest unoccupied orbital energy (spin up / spin down), eV: -0.2279 / -0.3671
⟨S²⟩: 2.013

```
117
Properties=species:S:1:pos:R:3:forces:R:3
V 0.1159 0.0611 -0.1104 0.5 -0.7 -0.3
Cl -7.1424 -0.8252 -0.2262 0.1 0.0 0.0
C -5.4805 -0.2949 -0.1862 -0.1 -0.1 0.0
C -5.1925 1.0251 -0.3433 0.1 0.2 0.0
C -3.8554 1.4766 -0.3293 -0.2 0.1 -0.1
I -3.4189 3.4986 -0.5681 0.0 0.0 0.0
C -2.7989 0.6073 -0.1722 0.4 0.1 0.0
O -1.5477 0.9624 -0.1871 -1.6 0.6 -0.2
C -3.1180 -0.7689 0.0345 0.2 -0.3 0.1
N -2.0421 -1.5700 0.2592 -0.2 0.3 -0.2
C -2.2544 -2.8449 0.4501 0.1 -0.1 0.1
C -3.5407 -3.4217 0.4261 0.1 -0.1 0.0
C -4.6272 -2.6264 0.2091 -0.1 0.0 0.0
C -4.4437 -1.2393 0.0151 0.0 -0.1 0.0
H -5.9999 1.7310 -0.4851 0.0 0.0 0.0
H -1.3798 -3.4644 0.6383 -0.1 0.0 0.0
H -3.6520 -4.4873 0.5781 0.0 0.0 0.0
H -5.6261 -3.0421 0.1826 0.0 0.0 0.0
C 0.8751 2.1917 6.5992 0.0 0.0 0.0
C 0.4136 0.7891 6.2053 0.0 0.0 -0.1
C -0.9666 0.5331 6.8278 0.0 0.0 0.0
C 1.4225 -0.2344 6.7486 0.0 0.0 0.0
C 0.3181 0.6199 4.6918 0.0 0.1 0.1
C -0.1188 -0.5814 4.1479 0.0 -0.1 0.1
C -0.1727 -0.7340 2.7836 0.1 0.1 -0.2
N 0.1648 0.2347 1.9226 0.0 0.1 1.2
C 0.5605 1.4106 2.4272 -0.1 0.2 -0.2
C 0.6510 1.6247 3.7927 0.1 0.1 0.2
C 0.8228 2.4871 1.4237 -0.2 -0.4 0.1
C 1.2432 3.7621 1.7600 0.1 0.2 0.1
C 1.4049 4.7269 0.7738 0.1 0.1 0.1
C 1.1103 4.3444 -0.5321 0.0 0.1 -0.1
C 0.7101 3.0535 -0.7972 0.0 -0.2 0.1
N 0.5855 2.1361 0.1596 0.0 0.5 0.2
C 1.8981 6.1417 1.0681 0.0 -0.1 0.0
C 3.2755 6.3225 0.4102 0.0 0.0 0.0
C 0.9094 7.1588 0.4804 0.0 0.0 0.0
C 2.0325 6.4021 2.5680 0.0 0.0 0.1
H 0.9140 2.2650 7.6879 0.0 0.0 0.0
H 0.1863 2.9609 6.2384 0.0 0.0 0.0
H 1.8757 2.4115 6.2165 -0.1 0.0 0.0
H -0.9122 0.6599 7.9122 0.0 0.0 -0.1
H -1.3214 -0.4795 6.6258 0.0 0.0 0.0
H -1.7074 1.2352 6.4370 0.0 0.0 0.0
H 1.5065 -0.1323 7.8337 0.0 0.0 0.0
H 2.4111 -0.0783 6.3097 0.0 0.0 0.0
H 1.1159 -1.2591 6.5272 0.0 0.1 0.0
H -0.4013 -1.4174 4.7754 0.0 0.0 0.0
H -0.4919 -1.6654 2.3423 0.0 0.0 0.0
H 0.9854 2.5871 4.1497 0.0 0.0 0.0
H 1.4458 3.9990 2.7943 0.0 0.0 -0.1
H 1.1966 5.0430 -1.3551 0.0 0.0 0.0
H 0.4892 2.7258 -1.8047 0.0 0.0 0.0
H 3.2299 6.1451 -0.6667 0.0 0.0 0.1
H 4.0035 5.6267 0.8340 0.0 0.0 0.0
H 3.6365 7.3419 0.5725 0.0 -0.1 0.0
H 0.8603 7.0981 -0.6089 0.0 0.0 0.1
H 1.2238 8.1724 0.7418 0.0 0.0 0.0
H -0.0976 6.9994 0.8751 0.1 0.0 0.0
H 2.7822 5.7525 3.0280 0.0 0.0 0.0
H 1.0810 6.2620 3.0893 0.1 0.0 0.0
H 2.3511 7.4345 2.7266 0.0 0.0 0.0
C -0.9875 0.0880 -3.0434 0.1 -0.1 0.1
N 0.2011 0.1070 -2.1782 0.0 0.1 -0.7
C 1.3962 0.1491 -2.6576 0.1 0.1 0.1
C 2.4863 0.2683 -1.7380 -0.3 0.0 0.0
C 3.8586 0.4592 -1.8957 0.0 0.0 -0.1
C 4.3758 0.6171 -0.6031 -0.1 0.0 0.1
C 3.2908 0.5057 0.2777 0.0 0.0 -0.1
N 2.1492 0.2976 -0.4014 0.8 -0.1 -0.4
C -0.7161 -0.0862 -4.5112 0.0 0.0 -0.1
C -0.3170 -1.3284 -5.0036 0.0 -0.1 0.0
C -0.0417 -1.4900 -6.3539 0.0 0.1 0.0
C -0.1640 -0.4141 -7.2288 0.0 0.0 0.1
C -0.5644 0.8234 -6.7460 0.0 0.0 0.1
C -0.8349 0.9839 -5.3901 0.0 0.0 -0.1
H -1.5263 1.0209 -2.8696 -0.1 0.1 0.0
H -1.6218 -0.7244 -2.6877 0.0 0.0 0.0
H 1.5869 0.1239 -3.7272 0.0 0.0 -0.1
H 4.3999 0.4754 -2.8322 -0.1 0.0 0.1
H 5.4090 0.7749 -0.3271 -0.1 0.0 0.0
H 3.3020 0.5360 1.3583 0.0 0.0 0.0
H -0.2250 -2.1600 -4.3105 0.0 0.1 -0.1
H 0.2676 -2.4588 -6.7279 0.0 0.0 0.0
H 0.0492 -0.5431 -8.2832 0.0 0.0 0.0
H -0.6676 1.6641 -7.4219 0.0 0.0 0.0
H -1.1509 1.9515 -5.0114 0.0 0.0 0.0
O -0.2725 -2.7557 -2.0097 0.1 0.1 0.0
C 0.4386 -2.8838 -1.0303 0.0 0.2 0.3
N 1.0003 -4.0821 -0.6501 0.0 0.0 0.0
C 1.8696 -3.9507 0.4954 0.1 0.0 -0.1
C 1.6340 -2.4528 0.8238 -0.5 0.1 0.0
O 2.1301 -1.9276 1.7991 0.1 0.2 -0.1
N 0.7573 -1.8963 -0.0801 0.4 -1.4 0.0
C 3.3318 -4.1859 0.1185 -0.1 -0.1 0.0
C 4.0326 -3.1886 -0.5564 0.0 0.0 0.0
C 5.3315 -3.4107 -0.9853 0.0 0.0 0.0
C 5.9449 -4.6369 -0.7516 0.0 0.0 0.0
C 5.2508 -5.6365 -0.0848 0.0 0.0 0.0
C 3.9487 -5.4109 0.3504 0.0 0.0 0.0
C 1.4092 -4.7830 1.6916 0.0 0.1 0.0
C 2.1233 -4.7148 2.8902 0.0 0.0 0.0
C 1.6905 -5.4131 4.0070 0.0 0.0 -0.1
C 0.5376 -6.1905 3.9472 0.0 0.0 0.0
C -0.1738 -6.2653 2.7602 0.0 0.0 0.0
C 0.2607 -5.5626 1.6380 0.0 0.0 0.0
H 1.0828 -4.8250 -1.3223 0.0 0.0 -0.1
H 3.5700 -2.2255 -0.7469 0.0 0.0 0.0
H 5.8641 -2.6183 -1.4989 0.0 0.0 0.0
H 6.9603 -4.8114 -1.0871 0.0 0.0 0.0
H 5.7211 -6.5955 0.1002 0.0 0.0 0.0
H 3.4140 -6.1927 0.8782 0.0 0.0 0.0
H 3.0137 -4.1008 2.9404 0.0 0.0 0.0
H 2.2573 -5.3541 4.9289 0.0 0.0 0.0
H 0.1996 -6.7348 4.8208 0.0 0.0 0.0
H -1.0694 -6.8727 2.7009 0.0 0.0 0.0
H -0.2991 -5.6230 0.7124 0.0 0.0 0.0
```
Forces are in eV/Å.



In the order shown, the computed energy above the lowest of the compared OMol25 structures with the same formula, charge and spin values come out to 86.74, 0.00, 12.85 kcal per mole.